Entry 1:
ORCA calculation (ωB97M-V/def2-TZVPD) on a cluster of 2 separate species, H2N3OP in total at a distorted geometry.

**Energy relative to the best compared isomer or geometry (same formula, charge and spin)**: 0.188 eV
**E_LUMO (spin up / spin down)**: -1.003 / -0.990 eV
**HOMO-LUMO gap (spin up / spin down)**: 6.52 / 6.46 eV
**E_HOMO (spin up / spin down)**: -7.52 / -7.45 eV

Each line ends with the Löwdin charge.
Geometry (Å):
N  -0.43268  2.07275  -1.24874  -0.271
N  -1.21529  2.47586  -1.94161  0.183
N  0.39676  1.82075  -0.40966  -0.466
O  -0.09692  -2.13908  1.24003  -0.198
P  1.80858  1.30231  0.17578  0.574
H  0.56397  -2.91969  0.93849  0.100
H  -1.02442  -2.61289  1.24572  0.078

***

Entry 2:
ORCA calculation (ωB97M-V/def2-TZVPD) on a cluster of 2 separate species, C4H12O in total at a distorted geometry.

**Energy relative to the best compared isomer or geometry (same formula, charge and spin)**: 0.934 eV
**E_LUMO**: 1.000 eV
**HOMO-LUMO gap**: 11.28 eV
**E_HOMO**: -10.28 eV
**SMILES string**: CCO.CC

Each line ends with the Löwdin charge.
Geometry (Å):
C  -0.41141  1.13148  0.98402  -0.278
C  -1.68483  0.87644  1.72174  -0.083
O  -0.38801  2.50353  0.46075  -0.120
H  0.45652  1.27793  1.59735  0.108
H  -0.18043  0.56355  0.08958  0.076
H  -1.73092  -0.01735  2.28480  0.056
H  -1.17362  2.77044  -0.03599  0.074
H  -2.45560  0.70648  0.96092  0.081
H  -2.00626  1.66029  2.40248  0.083
C  0.98603  -1.24064  -1.97942  -0.172
C  1.44730  -1.66266  -0.57003  -0.151
H  0.18721  -0.49281  -1.89977  0.047
H  1.74506  -0.72249  -2.54974  0.057
H  0.56363  -2.03888  -2.58789  0.060
H  2.45020  -2.06634  -0.70147  0.062
H  0.78244  -2.46049  -0.24441  0.065
H  1.41271  -0.78846  0.06709  0.035

***

Entry 3:
ORCA calculation (ωB97M-V/def2-TZVPD) on a structure of composition C49H40ClFeN2O5P2S2 at a distorted geometry.

**Energy relative to the best compared isomer or geometry (same formula, charge and spin)**: 0.755 eV
**E_LUMO (spin up / spin down)**: -8.036 / -6.393 eV
**⟨S²⟩**: 0.936
**HOMO-LUMO gap (spin up / spin down)**: 4.46 / 6.11 eV
**2S+1**: 2
**Charge**: +2
**E_HOMO (spin up / spin down)**: -12.50 / -12.50 eV

Each line ends with the Löwdin charge.
Geometry (Å):
Fe  0.07459  -0.20561  0.45512  0.373
O  1.60310  -3.19783  1.78097  -0.365
S  0.94930  -2.60094  0.61661  0.925
C  -0.39304  -3.62678  0.11437  -0.371
C  -0.31587  -4.98000  0.40974  -0.056
C  -1.38252  -5.79170  0.05959  -0.018
C  -2.50888  -5.24300  -0.54858  -0.018
C  -2.58120  -3.87974  -0.79895  -0.049
C  -1.50670  -3.05565  -0.46724  -0.329
P  -1.60579  -1.27532  -0.67890  1.085
C  -1.63396  -0.89990  -2.43181  -0.354
C  -1.72520  -1.88127  -3.41783  -0.065
C  -1.86238  -1.50345  -4.74721  -0.047
C  -1.91768  -0.15807  -5.08610  -0.042
C  -1.81261  0.81989  -4.10313  -0.063
C  -1.65319  0.45225  -2.77774  -0.139
C  -3.18796  -0.73467  -0.04636  -0.344
C  -4.34407  -0.90731  -0.80729  -0.076
C  -5.56224  -0.48453  -0.30321  -0.051
C  -5.62819  0.12895  0.94410  -0.045
C  -4.47457  0.33552  1.68757  -0.051
C  -3.25242  -0.09069  1.18900  -0.115
C  2.05979  -2.78724  -0.75591  -0.351
C  2.52973  -4.05248  -1.08636  -0.025
C  3.45982  -4.16586  -2.10608  -0.014
C  3.92083  -3.03165  -2.77034  -0.015
C  3.47415  -1.77042  -2.40707  -0.025
C  2.54661  -1.65085  -1.37502  -0.334
P  2.03144  -0.05413  -0.77341  1.092
C  3.02806  0.37466  0.63743  -0.335
C  3.71690  -0.59699  1.37471  -0.055
C  4.42073  -0.21694  2.50651  -0.035
C  4.43678  1.11526  2.90704  -0.024
C  3.75505  2.08507  2.17579  -0.033
C  3.04506  1.71921  1.04738  -0.110
C  2.31664  1.09812  -2.09482  -0.341
C  1.54524  0.96715  -3.25032  -0.081
C  1.82116  1.75466  -4.35309  -0.043
C  2.86900  2.66691  -4.30684  -0.034
C  3.63948  2.79586  -3.15875  -0.038
C  3.37045  2.01424  -2.04523  -0.060
H  0.54026  -5.37618  0.94284  0.125
H  -1.34398  -6.85217  0.27656  0.128
H  -3.35154  -5.87538  -0.79936  0.126
H  -3.48276  -3.46210  -1.22987  0.113
H  -1.69483  -2.93282  -3.16009  0.105
H  -1.93775  -2.26175  -5.51627  0.118
H  -2.04002  0.12936  -6.12317  0.120
H  -1.84544  1.86976  -4.36718  0.125
H  -1.55729  1.21712  -2.01709  0.022
H  -4.29949  -1.35434  -1.79432  0.114
H  -6.46213  -0.62365  -0.88905  0.121
H  -6.58493  0.45842  1.33068  0.122
H  -4.52527  0.83183  2.64864  0.121
H  -2.35259  0.10194  1.76139  0.077
H  2.18062  -4.93323  -0.56471  0.117
H  3.83108  -5.14479  -2.38280  0.128
H  4.64458  -3.13050  -3.56943  0.127
H  3.86064  -0.88964  -2.90463  0.123
H  3.71370  -1.63754  1.07370  0.103
H  4.96696  -0.96111  3.07191  0.122
H  4.99183  1.40336  3.79168  0.125
H  3.77300  3.12226  2.48999  0.130
H  2.51809  2.47464  0.47664  0.117
H  0.74916  0.24002  -3.29737  0.087
H  1.22258  1.65578  -5.24973  0.116
H  3.09504  3.27281  -5.17508  0.121
H  4.45598  3.50550  -3.12768  0.121
H  3.98494  2.11151  -1.16098  0.105
O  1.12865  3.62769  4.54138  0.147
C  1.08796  2.44149  5.14574  -0.483
O  1.37551  2.29619  6.29599  0.125
C  0.69036  1.25897  4.30292  -0.020
C  0.54354  -0.03566  4.77510  -0.547
Cl  0.59392  -0.60471  6.35703  0.912
N  0.21041  -0.84466  3.74085  -0.015
N  0.15148  -0.11884  2.59506  0.091
C  0.39337  1.13380  2.94910  -0.135
C  0.21551  2.10553  1.85254  -0.525
O  0.40274  3.29381  1.98544  0.129
O  -0.20721  1.57247  0.72901  -0.152
C  -0.21707  -2.21773  3.80621  -0.229
C  0.51329  -3.14741  4.52083  -0.052
C  0.04705  -4.45075  4.58986  -0.039
C  -1.13476  -4.81304  3.95523  -0.053
C  -1.85397  -3.86668  3.23799  -0.062
C  -1.39645  -2.55974  3.16224  -0.023
H  0.85344  3.57589  3.60151  0.062
H  1.44045  -2.87203  5.00344  0.111
H  0.61736  -5.18781  5.14053  0.121
H  -1.49901  -5.83097  4.02945  0.118
H  -2.78747  -4.13476  2.75767  0.118
H  -1.97362  -1.80569  2.64393  0.089
C  -3.12202  3.93247  0.67313  -0.373
S  -2.67410  2.86923  -0.71343  0.765
C  -4.25433  2.83060  -1.57734  -0.381
H  -3.47508  4.89830  0.31623  0.045
H  -2.22093  4.08504  1.26633  0.023
H  -3.89199  3.46787  1.29052  0.035
H  -5.02936  2.38547  -0.95234  0.027
H  -4.12663  2.21936  -2.47171  0.024
H  -4.56038  3.83246  -1.87590  0.045

***

Entry 4:
ORCA calculation (ωB97M-V/def2-TZVPD) on a structure of composition C17H19N2O2PPd at a distorted geometry.

**Energy relative to the best compared isomer or geometry (same formula, charge and spin)**: 0.371 eV
**E_LUMO**: -0.003 eV
**HOMO-LUMO gap**: 7.65 eV
**E_HOMO**: -7.65 eV

Each line ends with the Löwdin charge.
Geometry (Å):
Pd  -0.11715  0.83757  -0.16259  0.841
O  -0.84239  1.96914  -1.65357  -0.241
C  -0.90540  1.47900  -2.87156  -0.367
C  -0.70409  2.34722  -3.96078  -0.025
C  -0.81874  1.91094  -5.26207  -0.087
C  -1.16124  0.58599  -5.54495  -0.105
C  -1.36094  -0.28148  -4.49578  -0.057
C  -1.22612  0.12909  -3.16178  -0.158
C  -1.39159  -0.87813  -2.13835  -0.061
N  -1.23631  -0.69162  -0.88129  -0.120
N  -1.36392  -1.77498  -0.02738  0.075
C  -0.68335  -1.57985  1.06270  -0.450
O  0.02908  -0.52511  1.34034  -0.210
C  -0.69204  -2.66296  2.08475  -0.151
C  -1.16420  -3.93621  1.77783  -0.032
C  -1.10696  -4.94363  2.72669  -0.083
C  -0.58767  -4.68764  3.98910  -0.093
C  -0.14104  -3.41338  4.30695  -0.083
C  -0.18581  -2.40598  3.35497  -0.030
H  -0.44479  3.37307  -3.73198  0.110
H  -0.63422  2.60330  -6.07428  0.102
H  -1.26147  0.24849  -6.56708  0.096
H  -1.62372  -1.31513  -4.69247  0.109
H  -1.65297  -1.88689  -2.45558  0.132
H  -1.56995  -4.11914  0.79289  0.105
H  -1.46229  -5.93553  2.47884  0.101
H  -0.52613  -5.48194  4.72201  0.100
H  0.24712  -3.20301  5.29525  0.100
H  0.16802  -1.40949  3.58017  0.105
C  0.56227  3.42715  1.91406  -0.256
P  1.39606  2.22683  0.82831  0.722
C  2.43847  3.30079  -0.19906  -0.255
C  2.56427  1.41618  1.95078  -0.256
H  1.28727  4.06273  2.42547  0.048
H  -0.03659  2.89179  2.65054  0.046
H  -0.10620  4.04586  1.31571  0.048
H  3.04295  3.95485  0.43015  0.048
H  1.79926  3.89990  -0.84741  0.046
H  3.09025  2.69749  -0.83082  0.047
H  3.19630  2.16165  2.43389  0.050
H  3.18297  0.70795  1.40023  0.051
H  2.00301  0.85512  2.69718  0.038

***

Entry 5:
ORCA calculation (ωB97M-V/def2-TZVPD) on a structure of composition C65H79N2O3SSb3Si3Ti.

**Energy relative to the best compared isomer or geometry (same formula, charge and spin)**: 3.295 eV
**E_LUMO (spin up / spin down)**: 3.837 / 3.832 eV
**⟨S²⟩**: 2.055
**HOMO-LUMO gap (spin up / spin down)**: 4.54 / 4.54 eV
**2S+1**: 3
**Charge**: -2
**E_HOMO (spin up / spin down)**: -0.70 / -0.70 eV

Each line ends with the Löwdin charge.
Geometry (Å):
Ti  1.97051  -1.08555  -0.13026  0.815
C  -2.29295  -3.11418  0.50323  -0.404
C  -2.14293  -3.60258  1.95483  -0.383
C  -0.93188  -3.01945  2.67115  -0.373
Sb  -0.80751  -0.85661  2.86729  1.485
C  -1.86653  -0.88515  4.74351  -0.377
C  -1.65031  -1.76436  5.80569  -0.136
C  -2.46263  -1.73694  6.93033  -0.104
C  -3.51606  -0.83152  7.01392  -0.119
C  -3.74874  0.04465  5.96504  -0.110
C  -2.92888  0.01322  4.83974  -0.156
C  1.16431  1.28111  4.75226  -0.251
C  3.40843  1.79270  4.03725  -0.134
C  3.44174  3.12086  4.26712  -0.163
C  2.34636  4.03968  4.17669  -0.166
C  1.00968  3.71822  4.32507  -0.161
C  0.42774  2.48798  4.66067  -0.121
Sb  -3.61706  -1.42895  0.30651  1.430
C  -3.91902  -1.53540  -1.81582  -0.376
C  -3.61768  -2.65931  -2.58549  -0.110
C  -3.90824  -2.69312  -3.94066  -0.102
C  -4.51400  -1.60082  -4.54972  -0.110
C  -4.81047  -0.47250  -3.80152  -0.100
C  -4.50820  -0.44165  -2.44341  -0.166
C  -5.40911  -2.58514  0.70065  -0.374
C  -5.44182  -3.96057  0.92290  -0.123
C  -6.64378  -4.62559  1.14204  -0.102
C  -7.84167  -3.92486  1.13845  -0.117
C  -7.82876  -2.55347  0.91977  -0.110
C  -6.62300  -1.89620  0.71096  -0.153
H  -2.71280  -3.89798  -0.12926  0.030
H  -1.32449  -2.84064  0.07289  0.051
H  -2.03768  -4.69619  1.93647  0.098
H  -3.05506  -3.41348  2.53346  0.082
H  -0.02606  -3.30617  2.13747  0.024
H  -0.85295  -3.40874  3.68815  0.047
H  -0.82014  -2.46092  5.76417  0.086
H  -2.27163  -2.42088  7.75052  0.091
H  -4.14989  -0.81199  7.89326  0.087
H  -4.56704  0.75444  6.01666  0.091
H  -3.11755  0.70660  4.02606  0.081
H  4.29655  1.17355  4.16383  0.102
H  4.42088  3.53600  4.50062  0.092
H  2.59997  5.08688  4.04719  0.070
H  0.32354  4.56427  4.28250  0.083
H  -0.56506  2.50022  5.10336  0.082
H  -3.13324  -3.51792  -2.13649  0.087
H  -3.62860  -3.55770  -4.53073  0.098
H  -4.71960  -1.62062  -5.61399  0.096
H  -5.26350  0.39376  -4.27242  0.095
H  -4.73093  0.45525  -1.87293  0.066
H  -4.52193  -4.53443  0.92804  0.081
H  -6.64126  -5.69607  1.31422  0.094
H  -8.77844  -4.44254  1.30766  0.090
H  -8.75720  -1.99316  0.91672  0.093
H  -6.63446  -0.82136  0.54968  0.085
C  2.52608  -4.83461  1.62170  -0.022
C  2.92058  -3.61006  0.86345  -0.345
O  1.98176  -2.68151  0.79475  -0.221
C  4.16986  -3.46393  0.20486  -0.108
C  5.19141  -4.43137  0.38750  -0.045
C  6.39532  -4.36746  -0.27879  -0.123
C  6.64041  -3.32810  -1.17592  -0.111
C  5.67350  -2.35572  -1.37562  -0.024
C  4.46047  -2.39084  -0.69548  -0.282
O  3.58587  -1.40268  -0.92519  -0.198
H  1.44567  -4.95723  1.54373  0.077
H  2.76828  -4.75525  2.68802  0.088
H  3.00283  -5.73411  1.23266  0.070
H  5.02424  -5.23813  1.08851  0.094
H  7.14865  -5.12450  -0.09821  0.087
H  7.58176  -3.27181  -1.70844  0.088
H  5.83562  -1.53387  -2.06090  0.110
C  -0.76560  2.93525  1.26387  -0.362
Sb  0.82217  2.59545  -0.15076  1.213
C  2.67985  0.17652  1.47423  -0.257
C  2.12102  0.13934  2.73487  -0.360
C  1.34287  -1.06426  3.21564  -0.402
C  1.71628  -1.62863  4.54615  -0.145
C  1.53726  -0.96864  5.70649  -0.163
C  1.02128  0.36446  5.76731  -0.110
N  2.21621  1.11137  3.72838  -0.014
Si  4.04793  1.36186  0.93092  0.431
C  4.01947  3.20249  1.37867  -0.217
C  4.27942  1.45710  -0.95086  -0.202
C  5.68319  0.64531  1.55159  -0.175
C  0.05291  3.64132  -2.03165  -0.563
C  0.51664  2.73991  -3.15234  -0.440
C  -0.13192  2.62152  -4.38760  -0.038
C  0.37526  1.76633  -5.35068  -0.084
C  1.51972  1.03435  -5.08228  -0.073
C  2.11692  1.22010  -3.84763  -0.126
N  1.64373  2.04985  -2.92439  0.023
Si  1.14218  5.18433  -2.17754  0.411
C  0.73263  6.45354  -0.85530  -0.177
C  0.97021  6.01168  -3.86233  -0.170
C  2.96477  4.78557  -2.03161  -0.184
Si  -1.80362  3.96807  -1.95808  0.443
C  -2.74382  2.35785  -1.81801  -0.193
C  -2.59657  4.84520  -3.45029  -0.188
C  -2.29225  5.16064  -0.57813  -0.191
H  -0.72498  3.92724  1.71266  -0.009
H  -0.54017  2.21926  2.05678  -0.049
H  -1.75606  2.72571  0.86317  -0.012
H  1.50676  -1.83514  2.48673  0.023
H  2.10738  -2.64284  4.55403  0.085
H  1.74819  -1.48636  6.64016  0.089
H  0.48396  0.67609  6.65669  0.095
H  3.06318  3.55976  1.76113  -0.010
H  4.27220  3.77330  0.47769  -0.001
H  4.76817  3.42071  2.14425  0.021
H  3.35260  1.63064  -1.50789  -0.024
H  4.78190  0.58948  -1.37130  0.005
H  4.91604  2.33510  -1.11485  0.028
H  5.80637  0.80894  2.62628  0.007
H  6.52260  1.12127  1.02909  0.024
H  5.72775  -0.43207  1.36165  0.021
H  -1.02314  3.19430  -4.59160  0.076
H  -0.13623  1.65752  -6.30025  0.102
H  1.92077  0.31976  -5.78828  0.102
H  3.01226  0.66991  -3.57259  0.111
H  -0.24940  6.91044  -1.00235  0.016
H  1.48606  7.24790  -0.88979  0.030
H  0.75791  6.01994  0.15088  0.034
H  -0.03378  6.38023  -4.07674  0.007
H  1.25738  5.32364  -4.66361  0.030
H  1.65562  6.86646  -3.89502  0.027
H  3.23153  4.32647  -1.07668  -0.016
H  3.52870  5.72135  -2.12945  0.034
H  3.28727  4.10466  -2.82285  0.032
H  -2.67797  1.79461  -2.75492  0.034
H  -3.80147  2.56789  -1.62093  0.035
H  -2.36189  1.70105  -1.03302  -0.023
H  -2.73919  4.21872  -4.33317  0.016
H  -2.06318  5.74911  -3.74955  0.008
H  -3.59401  5.15835  -3.11736  0.028
H  -1.56664  5.27337  0.22217  -0.002
H  -3.22658  4.81080  -0.12638  0.037
H  -2.48322  6.15063  -1.00634  0.024
S  0.09429  0.37205  -0.68861  0.143
C  1.29957  -4.46359  -2.14027  -0.016
C  0.76902  -3.09224  -2.46567  -0.380
O  0.98906  -2.11552  -1.64023  -0.272
C  0.01259  -2.87235  -3.64638  -0.175
C  -0.51988  -1.58366  -3.93267  -0.029
C  -1.22035  -1.35562  -5.09525  -0.124
C  -1.43297  -2.37305  -6.03406  -0.147
C  -0.94053  -3.64822  -5.75727  -0.138
C  -0.24224  -3.90353  -4.59097  -0.059
H  1.97450  -4.40417  -1.29359  0.056
H  1.85031  -4.89966  -2.98056  0.076
H  0.49307  -5.16680  -1.88974  0.083
H  -0.35975  -0.78760  -3.21303  0.066
H  -1.62490  -0.36483  -5.27549  0.093
H  -1.98731  -2.17853  -6.94493  0.082
H  -1.10554  -4.45616  -6.46294  0.086
H  0.12497  -4.90615  -4.40732  0.086

***

Entry 6:
ORCA calculation (ωB97M-V/def2-TZVPD) on the molecule C5H5NO at a distorted geometry.

**Energy relative to the best compared isomer or geometry (same formula, charge and spin)**: 6.074 eV
**E_LUMO (spin up / spin down)**: 0.007 / -0.799 eV
**HOMO-LUMO gap (spin up / spin down)**: 8.75 / 7.98 eV
**E_HOMO (spin up / spin down)**: -8.75 / -8.78 eV

Each line ends with the Löwdin charge.
Geometry (Å):
C  -3.38142  -0.25365  -0.08642  -0.160
C  0.13593  -0.37785  0.44274  -0.173
C  0.53755  -0.01812  -0.97964  0.037
C  -0.93269  0.68435  0.77207  -0.181
C  -2.24240  0.54123  0.22522  -0.143
N  -4.43103  -0.71289  -0.15236  0.151
O  -1.34636  1.33927  -0.51444  0.007
H  -0.38351  -1.42670  0.35046  0.150
H  0.84991  -0.28334  1.21562  0.086
H  -0.06990  -0.46310  -1.76970  0.062
H  0.95085  0.96820  -1.19896  0.064
H  -0.88037  1.26074  1.58037  0.100